1.
86
Properties=species:S:1:pos:R:3:nbo_charge:R:1 method="wB97M-V/def2-TZVPD" multiplicity=4 e_lumo_ev="4.0 / 4.0" orbital_gap_ev="3.9 / 5.0" s_squared=3.891 charge=-2
V 0.674 -0.865 2.069 1.040
Cl 1.038 6.368 2.923 -0.079
C 1.044 4.703 2.366 -0.086
C 0.969 4.444 1.005 -0.247
C 0.962 3.130 0.584 -0.282
C 1.017 2.041 1.474 0.354
O 0.910 0.841 0.991 -0.769
C 1.162 2.340 2.864 -0.095
C 1.427 1.359 3.866 0.046
N 1.675 0.087 3.602 -0.585
C 2.337 -0.708 4.487 0.195
C 3.004 -0.268 5.645 -0.312
C 3.701 -1.165 6.433 -0.181
C 3.785 -2.510 6.122 -0.339
C 3.140 -2.995 4.967 0.024
C 3.179 -4.337 4.552 -0.209
C 2.508 -4.730 3.411 -0.277
C 1.799 -3.785 2.688 0.011
N 1.746 -2.504 3.052 -0.501
C 2.403 -2.089 4.152 0.135
C 1.142 3.682 3.276 -0.193
H 0.901 5.257 0.296 0.205
H 0.882 2.894 -0.470 0.202
H 1.520 1.708 4.891 0.183
H 2.977 0.774 5.924 0.205
H 4.199 -0.798 7.324 0.189
H 4.333 -3.200 6.751 0.186
H 3.733 -5.057 5.145 0.190
H 2.514 -5.759 3.076 0.201
H 1.221 -4.049 1.809 0.208
H 1.204 3.906 4.332 0.212
S -0.582 -2.390 0.407 -0.215
C 1.029 -2.374 -0.208 0.087
C 1.505 -3.120 -1.295 -0.283
C 2.820 -2.992 -1.675 -0.161
C 3.673 -2.130 -0.979 -0.312
C 3.139 -1.438 0.090 0.083
N 1.872 -1.565 0.447 -0.526
H 0.823 -3.781 -1.815 0.218
H 3.195 -3.563 -2.517 0.200
H 4.710 -2.005 -1.255 0.208
H 3.724 -0.748 0.691 0.205
Se -1.755 0.218 2.508 0.003
Se -2.282 1.930 3.958 -0.579
Se -0.779 -1.244 5.946 -0.574
Se -1.115 -1.769 3.731 0.050
C -3.953 -1.260 -1.745 -0.637
C -2.913 -1.029 -2.843 -0.360
C -2.103 -2.317 -2.994 -0.642
C -3.644 -0.787 -4.162 -0.629
Sb -1.533 0.509 -2.023 1.233
C -2.866 2.278 -1.831 -0.363
C -3.547 2.104 -0.470 -0.637
C -3.923 2.514 -2.899 -0.624
C -2.000 3.530 -1.707 -0.631
C -0.235 0.823 -3.812 -0.370
C 0.843 -0.254 -3.641 -0.634
C 0.476 2.170 -3.745 -0.619
C -0.876 0.681 -5.185 -0.622
H -4.527 -2.165 -1.976 0.188
H -4.663 -0.435 -1.681 0.199
H -3.499 -1.397 -0.762 0.238
H -2.778 -3.130 -3.284 0.186
H -1.611 -2.603 -2.062 0.246
H -1.347 -2.231 -3.777 0.190
H -4.417 -1.557 -4.273 0.187
H -2.981 -0.877 -5.022 0.200
H -4.138 0.179 -4.223 0.206
H -4.167 1.211 -0.404 0.206
H -4.191 2.968 -0.284 0.195
H -2.826 2.060 0.352 0.247
H -4.702 1.752 -2.878 0.200
H -3.506 2.550 -3.908 0.193
H -4.414 3.475 -2.711 0.191
H -1.206 3.414 -0.968 0.235
H -2.630 4.359 -1.369 0.196
H -1.551 3.833 -2.653 0.190
H 1.351 -0.165 -2.679 0.228
H 1.596 -0.147 -4.429 0.186
H 0.444 -1.268 -3.701 0.207
H 0.959 2.338 -2.783 0.219
H -0.189 3.009 -3.945 0.200
H 1.261 2.190 -4.512 0.184
H -1.160 -0.351 -5.393 0.199
H -0.156 0.979 -5.956 0.184
H -1.764 1.303 -5.304 0.201

---

2.
111
Properties=species:S:1:pos:R:3:lowdin_charge:R:1 method="wB97M-V/def2-TZVPD" e_lumo_ev=4.0 orbital_gap_ev=6.7 de_lowest_kcal_mol=5.56 charge=-2
In 0.080 -0.252 0.061 0.809
C 0.824 3.869 -2.444 -0.177
Si -0.087 2.448 -3.290 0.311
C 1.138 1.515 -4.373 -0.172
C -1.273 3.284 -4.517 -0.195
N -0.838 1.324 -2.267 -0.242
P -2.138 1.324 -1.369 0.632
C -1.992 0.530 0.156 -0.480
P -2.017 1.529 1.564 0.623
N -0.906 2.609 1.727 -0.223
Si 0.027 3.489 2.817 0.298
C 1.835 3.019 2.792 -0.166
C -0.070 5.317 2.306 -0.197
C -0.571 3.414 4.618 -0.182
C -2.074 0.341 2.969 -0.264
C -3.218 -0.381 3.306 -0.087
C -3.179 -1.335 4.312 -0.110
C -1.989 -1.595 4.983 -0.104
C -0.843 -0.887 4.655 -0.062
C -0.896 0.088 3.665 -0.095
C -3.690 2.302 1.707 -0.260
C -4.832 1.725 1.158 -0.107
C -6.082 2.302 1.337 -0.096
C -6.206 3.472 2.072 -0.112
C -5.074 4.064 2.615 -0.091
C -3.827 3.482 2.431 -0.069
C -2.905 2.991 -1.272 -0.274
C -4.215 3.276 -1.648 -0.092
C -4.717 4.566 -1.541 -0.096
C -3.915 5.588 -1.054 -0.100
C -2.611 5.312 -0.664 -0.078
C -2.112 4.023 -0.771 -0.103
C -3.446 0.396 -2.301 -0.295
C -4.197 -0.603 -1.695 -0.107
C -5.127 -1.338 -2.425 -0.093
C -5.318 -1.073 -3.772 -0.111
C -4.570 -0.076 -4.390 -0.092
C -3.638 0.644 -3.661 -0.082
H 1.011 3.639 -1.396 0.013
H 1.795 4.036 -2.917 0.023
H 0.251 4.798 -2.507 0.016
H 1.663 2.191 -5.053 0.021
H 1.888 0.999 -3.772 0.009
H 0.617 0.762 -4.970 0.022
H -0.760 4.116 -5.008 0.019
H -1.601 2.591 -5.296 0.009
H -2.159 3.689 -4.021 0.013
H 2.151 2.800 1.770 0.026
H 2.452 3.832 3.189 0.024
H 2.028 2.119 3.380 0.009
H 0.401 5.460 1.330 0.016
H -1.106 5.657 2.227 0.002
H 0.447 5.957 3.025 0.011
H -0.044 2.629 5.164 0.019
H -0.382 4.365 5.127 0.012
H -1.639 3.197 4.691 0.008
H -4.148 -0.207 2.775 0.091
H -4.078 -1.886 4.564 0.087
H -1.957 -2.357 5.753 0.089
H 0.111 -1.087 5.125 0.105
H 0.015 0.607 3.401 0.068
H -4.728 0.821 0.571 0.081
H -6.957 1.842 0.893 0.095
H -7.180 3.927 2.211 0.088
H -5.160 4.985 3.179 0.094
H -2.939 3.953 2.833 0.081
H -4.859 2.486 -2.013 0.100
H -5.741 4.770 -1.830 0.093
H -4.310 6.592 -0.962 0.091
H -1.984 6.094 -0.257 0.097
H -1.114 3.801 -0.421 0.077
H -4.006 -0.813 -0.648 0.074
H -5.693 -2.125 -1.940 0.095
H -6.035 -1.650 -4.344 0.089
H -4.709 0.130 -5.445 0.094
H -3.040 1.406 -4.146 0.078
N -0.367 -2.299 1.079 -0.007
C -0.708 -3.591 0.477 -0.230
C -1.921 -3.557 -0.454 -0.192
C -1.539 -3.285 -1.904 -0.272
N -0.979 -1.952 -2.085 0.032
H 0.533 -2.409 1.595 0.034
H -1.063 -2.040 1.776 0.080
H -0.876 -4.323 1.277 0.111
H 0.168 -3.928 -0.084 0.118
H -2.636 -2.807 -0.099 0.098
H -2.424 -4.529 -0.420 0.100
H -2.406 -3.458 -2.557 0.099
H -0.772 -4.011 -2.186 0.107
H -1.663 -1.309 -2.458 0.036
H -0.197 -1.969 -2.725 0.056
O 3.965 -0.456 1.653 -0.478
Se 2.593 -0.813 2.438 0.763
O 2.201 -2.402 2.296 -0.513
O 1.335 0.050 1.682 -0.535
O 2.554 -0.311 3.983 -0.495
O 2.259 1.372 -0.639 0.065
C 2.610 0.321 -1.133 -0.473
N 1.790 -0.783 -1.225 0.100
C 2.410 -1.766 -1.947 -0.415
O 1.951 -2.842 -2.287 0.053
C 3.780 -1.256 -2.328 -0.078
C 4.792 -1.840 -3.057 -0.012
C 5.959 -1.100 -3.239 -0.093
C 6.088 0.179 -2.705 -0.087
C 5.054 0.761 -1.977 0.007
C 3.909 0.015 -1.805 -0.085
H 4.681 -2.838 -3.462 0.111
H 6.781 -1.527 -3.801 0.089
H 7.011 0.726 -2.857 0.091
H 5.138 1.752 -1.550 0.121

---

3.
20
Properties=species:S:1:pos:R:3:nbo_charge:R:1 method="wB97M-V/def2-TZVPD" e_lumo_ev=0.7 orbital_gap_ev=9.1 smiles="C=CC=C.CNC" de_lowest_kcal_mol=51.49 charge=0
C -0.893 -2.029 -2.144 -0.378
C 0.113 -1.090 -2.067 -0.231
C -0.136 0.347 -2.281 -0.224
C 0.822 1.308 -2.021 -0.387
H -1.924 -1.744 -2.360 0.195
H -0.702 -3.078 -1.812 0.206
H 1.162 -1.420 -1.997 0.210
H -1.166 0.673 -2.538 0.207
H 0.541 2.348 -2.146 0.205
H 1.800 1.006 -1.647 0.198
C 0.599 1.092 2.967 -0.411
N -0.524 0.225 2.522 -0.636
C -0.252 -0.487 1.187 -0.431
H 1.430 0.510 3.249 0.191
H 0.862 1.845 2.215 0.161
H 0.227 1.697 3.850 0.194
H -1.371 0.769 2.467 0.348
H -0.238 0.278 0.381 0.183
H -1.068 -1.199 0.988 0.203
H 0.717 -1.053 1.187 0.195

---

no.,calculated total energy (eV)
1,-358377.1596
2,-168993.5047
3,-7920.6003